Entry 1:
# C5H9NOS

An isolated molecule of C5H9NOS in a non-equilibrium geometry (wB97M-V/def2-TZVPD, the Open Molecules 2025 dataset).

Calculated values
LUMO (alpha / beta) ... -0.17 / -0.34 eV
Energy relative to the best compared isomer or geometry (same formula, charge and spin) ... 122.9 kcal/mol
Charge ... 0
Gap between HOMO and LUMO (alpha / beta) ... 7.8 / 7.6 eV
Multiplicity ... 1

Positions of all 17 atoms, in Å:
C 1.68430 -0.48595 -0.07650
C 0.38512 0.46286 0.49807
C -0.38563 -0.62030 -1.55611
C -0.80474 0.19926 -0.38373
C 0.51654 1.39540 1.60582
N -1.78552 -0.49083 0.43592
O 1.79690 -2.09298 -2.23941
S 1.08539 -1.76294 -1.01099
H 2.57052 -0.49816 0.63583
H -1.21229 -1.28221 -1.78221
H 0.01512 0.02531 -2.43136
H -1.09126 1.29306 -0.87483
H 1.54501 1.13740 2.05752
H -0.26883 1.00038 2.40234
H 0.42993 2.45033 1.42968
H -2.59289 -0.83812 0.04000
H -1.88767 0.10749 1.24998

Löwdin atomic charge list, values in e, 5 entries:
1 C -0.209
2 C -0.211
3 C -0.241
4 C -0.501
5 C -0.088

Entry 2:
# C7H17N2

A cluster of 2 separate species, C7H17N2 in total in a non-equilibrium geometry (wB97M-V/def2-TZVPD, the Open Molecules 2025 dataset).

Calculated values
LUMO ... -3.74 eV
Energy relative to the best compared isomer or geometry (same formula, charge and spin) ... 54.0 kcal/mol
Charge ... +1
Gap between HOMO and LUMO ... 10.0 eV
Multiplicity ... 1

Positions of all 26 atoms, in Å:
C 2.89277 -0.27241 0.24510
C 4.16356 0.44157 0.33049
C -2.46002 0.49920 -1.64472
C -1.51942 1.61682 0.50942
C -1.16627 -1.25530 1.50351
C -0.18972 -1.19120 -0.61973
C -2.06923 0.26604 -0.14027
N 2.09064 -0.24570 -0.75396
N -1.16582 -0.87434 0.14389
H 2.49758 -0.87263 1.09025
H 4.29789 1.06007 1.15675
H 4.95793 -0.25800 0.38317
H 4.16768 1.01270 -0.57511
H -3.19374 -0.18262 -1.85885
H -2.91553 1.40696 -1.66936
H -1.59545 0.42470 -2.21823
H -2.36096 2.29180 0.48417
H -0.79372 1.87481 -0.24379
H -1.16833 1.41973 1.51039
H -2.01128 -1.10924 2.08716
H -0.94183 -2.28670 1.55413
H -0.29172 -0.70303 2.08340
H 2.46225 0.14759 -1.66256
H 0.63915 -1.86537 -0.29278
H -0.04642 -0.83678 -1.58897
H -2.94377 0.17130 0.57073

Löwdin atomic charge list, values in e, 5 entries:
1 C -0.253
2 C -0.048
3 C 0.015
4 C -0.008
5 C -0.027

Entry 3:
# C20H31N3O2S

A structure of composition C20H31N3O2S (wB97M-V/def2-TZVPD, the Open Molecules 2025 dataset).

Calculated values
LUMO ... 0.53 eV
Energy relative to the best compared isomer or geometry (same formula, charge and spin) ... 7.0 kcal/mol
Charge ... 0
Gap between HOMO and LUMO ... 9.8 eV
Multiplicity ... 1

Positions of all 57 atoms, in Å:
C 0.84348 -5.05367 0.28171
C 1.93841 -4.01167 0.09921
C 1.42617 -2.57114 0.06336
C 0.39660 -2.32256 -1.03714
N -0.08288 -0.94511 -1.16823
C -0.07418 -0.39251 -2.51412
C -0.70677 -0.35528 -0.11276
O -0.85033 -0.93791 0.95574
C -1.21065 1.06827 -0.30973
C -1.93858 1.62518 0.90171
C -1.76693 3.14386 0.99167
C -2.38164 3.69802 2.27109
C -3.84930 3.31047 2.40755
C -4.03856 1.80479 2.26212
C -3.42335 1.30086 0.98158
C -3.98775 0.05497 0.38220
C -4.28788 1.38559 -0.24746
N 2.54719 -1.62986 0.08143
C 3.09475 -0.96869 -0.96539
O 2.90650 -1.26028 -2.13643
C 3.96756 0.18889 -0.58490
C 3.69607 1.06791 0.41937
S 4.88583 2.26202 0.45196
N 5.74713 1.65276 -0.80856
C 5.16481 0.57101 -1.27079
C 5.78035 -0.15627 -2.42338
H 1.28051 -6.04040 0.43498
H 0.22199 -4.82289 1.14999
H 0.19067 -5.11941 -0.58845
H 2.64175 -4.08108 0.93330
H 2.51573 -4.22065 -0.80819
H 0.90736 -2.38903 1.00173
H 0.80892 -2.60379 -2.00274
H -0.45027 -2.98064 -0.82305
H -0.39151 0.64268 -2.51257
H 0.92806 -0.44628 -2.92988
H -0.75281 -0.95643 -3.16270
H -0.33574 1.69441 -0.51721
H -1.83468 1.12720 -1.20387
H -1.46965 1.18690 1.79100
H -0.70152 3.39627 0.95432
H -2.23231 3.61884 0.11847
H -1.82255 3.30577 3.12861
H -2.27622 4.78553 2.29802
H -4.24344 3.65015 3.36855
H -4.42980 3.81949 1.62964
H -3.57865 1.28404 3.11136
H -5.10356 1.55682 2.27686
H -3.32486 -0.62527 -0.12946
H -4.78248 -0.44556 0.91981
H -5.28246 1.79755 -0.13599
H -3.83669 1.61980 -1.20221
H 2.88213 -1.37097 0.99383
H 2.85781 1.06916 1.10008
H 5.31010 -1.12192 -2.58718
H 5.66198 0.43145 -3.33394
H 6.84615 -0.29140 -2.24493

Löwdin atomic charge list, values in e, 5 entries:
1 C -0.102
2 C -0.206
3 C -0.296
4 C -0.102
5 N -0.075

Entry 4:
# C18H54O9

A cluster of 9 separate species, C18H54O9 in total in a non-equilibrium geometry (wB97M-V/def2-TZVPD, the Open Molecules 2025 dataset).

Calculated values
LUMO ... 0.58 eV
SMILES ... CCO.CCO.CCO.CCO.CCO.CCO.CCO.CCO.CCO
Energy relative to the best compared isomer or geometry (same formula, charge and spin) ... 70.8 kcal/mol
Charge ... 0
Gap between HOMO and LUMO ... 9.9 eV
Multiplicity ... 1

Positions of all 81 atoms, in Å:
C -3.37637 -0.82842 -2.38144
C -4.27581 -1.98022 -2.74567
O -5.37554 -2.02407 -1.83816
H -3.76809 0.18652 -2.49744
H -2.41849 -0.82771 -2.90131
H -3.17380 -0.84859 -1.30373
H -3.73103 -2.92922 -2.74494
H -4.63386 -1.84499 -3.77588
H -6.16252 -2.28950 -2.31847
C 1.72071 -1.87743 5.16551
C 2.85896 -1.81629 6.15511
O 3.85765 -2.77027 5.79822
H 1.07164 -1.02663 5.37535
H 1.12298 -2.78401 5.28046
H 2.09595 -1.82970 4.14560
H 2.52056 -2.00012 7.17613
H 3.28919 -0.80773 6.07043
H 4.47855 -2.80971 6.53066
C 3.27283 1.48519 2.84928
C 3.10152 2.94850 2.52283
O 1.98129 3.11988 1.63684
H 3.42604 0.90159 1.94492
H 2.41008 1.12505 3.40941
H 4.14377 1.39115 3.50145
H 4.00542 3.33413 2.03741
H 2.95750 3.51804 3.44573
H 1.66129 4.02103 1.73220
C 0.73892 -0.88365 1.45234
C 0.42446 0.02400 0.28493
O -0.09292 1.29418 0.68288
H -0.04220 -0.92488 2.20934
H 1.71478 -0.73044 1.91811
H 0.85096 -1.90890 1.06558
H -0.36013 -0.43306 -0.32860
H 1.27394 0.10968 -0.39970
H 0.58621 1.97796 0.70359
C -0.78039 1.36032 -3.16613
C 0.07711 2.60631 -3.12985
O 0.70772 2.83573 -4.39064
H -1.09127 1.10896 -2.15081
H -0.23876 0.54281 -3.64068
H -1.69137 1.50208 -3.75344
H 0.83196 2.51014 -2.33877
H -0.52658 3.47015 -2.82951
H 0.62288 3.76528 -4.61341
C -0.54588 -3.32945 -3.77618
C 0.01036 -2.50419 -2.63276
O 1.29767 -2.95229 -2.27010
H -0.66694 -4.38602 -3.51654
H 0.08765 -3.27882 -4.66014
H -1.54763 -2.98228 -4.06310
H -0.67302 -2.44110 -1.77533
H 0.11291 -1.48224 -3.00382
H 1.26349 -3.90719 -2.08825
C 0.76434 -5.84932 0.83784
C 0.42206 -6.22229 -0.59075
O 1.28471 -5.58776 -1.54817
H -0.01444 -6.24609 1.49152
H 0.78604 -4.76651 0.98143
H 1.75411 -6.20584 1.12422
H -0.58520 -5.88823 -0.83643
H 0.47421 -7.30600 -0.71447
H 2.06885 -6.10851 -1.73657
C -4.59855 2.53681 0.35250
C -3.59594 1.41267 0.44655
O -2.76022 1.60576 1.61272
H -5.02632 2.66749 1.35143
H -5.44130 2.23917 -0.27382
H -4.13923 3.47255 0.04904
H -2.95005 1.34180 -0.43490
H -4.05033 0.42716 0.59626
H -1.87561 1.30178 1.35632
C 0.73318 5.42964 -1.04818
C 1.51809 6.47111 -0.26536
O 2.40109 7.12706 -1.16605
H -0.07955 5.92140 -1.58341
H 0.29218 4.68671 -0.38013
H 1.37863 4.91136 -1.75428
H 2.10664 6.00041 0.53510
H 0.80907 7.15242 0.22049
H 2.91915 7.77567 -0.68233

Löwdin atomic charge list, values in e, 5 entries:
1 C -0.100
2 C -0.315
3 O -0.073
4 H 0.078
5 H 0.046

Entry 5:
# C9H10N2O2P

The ion C9H10N2O2P with charge -1 in a non-equilibrium geometry (wB97M-V/def2-TZVPD, the Open Molecules 2025 dataset).

Calculated values
LUMO (alpha / beta) ... 2.22 / 2.22 eV
Energy relative to the best compared isomer or geometry (same formula, charge and spin) ... 75.6 kcal/mol
Charge ... -1
Gap between HOMO and LUMO (alpha / beta) ... 6.8 / 6.8 eV
Multiplicity ... 1

Positions of all 24 atoms, in Å:
C -2.35963 -0.04464 0.87503
C 0.81590 -1.49575 0.07171
C -1.83281 1.27645 1.08899
C -1.50558 -1.03219 0.41763
C -0.22088 -0.63658 -0.08446
C -2.18055 -2.47735 0.36064
C 2.19500 -0.93320 0.02574
C -0.02381 0.82346 -0.42693
C 0.04072 1.22471 -1.90537
N -0.79374 1.71718 0.40234
N 2.22877 0.45074 -0.12002
O -2.31363 -3.11197 1.40471
O -2.73781 -2.61141 -0.72856
P 2.35587 1.66425 1.05654
H -3.24825 -0.29811 1.42265
H 0.84187 -2.56722 0.14141
H -2.33422 2.09387 1.63069
H 2.72385 -1.43719 0.82741
H 2.55284 -1.47045 -0.98730
H -0.88282 0.89990 -2.43601
H 1.06772 0.80907 -2.25489
H 0.16756 2.23067 -1.94817
H 1.69256 2.68120 0.33366
H 3.75109 2.24457 0.83260

Löwdin atomic charge list, values in e, 5 entries:
1 C -0.033
2 C 0.020
3 C -0.128
4 C -0.050
5 C -0.150

Entry 6:
# C2H8OS

A cluster of 2 separate species, C2H8OS in total (wB97M-V/def2-TZVPD, the Open Molecules 2025 dataset).

Calculated values
LUMO ... 0.73 eV
SMILES ... CCO.S
Energy relative to the best compared isomer or geometry (same formula, charge and spin) ... 13.0 kcal/mol
Charge ... 0
Gap between HOMO and LUMO ... 10.5 eV
Multiplicity ... 1

Positions of all 12 atoms, in Å:
S -3.35638 -2.15267 -2.09878
H -3.28181 -0.82724 -1.95983
H -2.06218 -2.28611 -1.83990
C 0.94523 0.63602 0.08635
O 0.46988 1.96996 0.14255
C 0.93866 -0.02325 1.43575
H 1.97681 0.60033 -0.26107
H 0.30565 0.09209 -0.61267
H 1.12080 2.57530 -0.22483
H 1.58479 0.54905 2.10158
H 1.39591 -1.02216 1.33319
H -0.03736 -0.11132 1.89767

Löwdin atomic charge list, values in e, 5 entries:
1 S 0.473
2 H -0.230
3 H -0.246
4 C -0.341
5 O -0.077

Entry 7:
# C3H3ClNO

The ion C3H3ClNO with charge +1 in a non-equilibrium geometry (wB97M-V/def2-TZVPD, the Open Molecules 2025 dataset).

Calculated values
LUMO ... -8.09 eV
SMILES ... C=CC(Cl)=[N+]=O
Energy relative to the best compared isomer or geometry (same formula, charge and spin) ... 65.7 kcal/mol
Charge ... +1
Gap between HOMO and LUMO ... 7.6 eV
Multiplicity ... 1

Positions of all 9 atoms, in Å:
C -0.88077 1.21247 0.47624
C -0.28388 0.04031 0.67700
C 0.50620 -0.92250 -0.31071
N 0.91242 -0.59219 -1.40390
O 1.41053 -0.34134 -2.41569
Cl 0.85785 -2.39490 0.29069
H -1.35812 1.67956 1.38483
H -0.31048 -0.44553 1.63918
H -0.85376 1.76411 -0.33766

Löwdin atomic charge list, values in e, 5 entries:
1 C 0.113
2 C -0.077
3 C -0.664
4 N 0.053
5 O 0.353

Entry 8:
# C4H33N2O14

A cluster of 13 separate species, C4H33N2O14 in total in a non-equilibrium geometry (wB97M-V/def2-TZVPD, the Open Molecules 2025 dataset).

Calculated values
LUMO ... -2.60 eV
Energy relative to the best compared isomer or geometry (same formula, charge and spin) ... 53.0 kcal/mol
Charge ... +1
Gap between HOMO and LUMO ... 10.1 eV
Multiplicity ... 1

Positions of all 53 atoms, in Å:
N 0.81460 -0.53109 1.76959
C -0.51666 -0.02827 1.37535
C -1.49550 -1.12560 1.04351
C -1.73005 -1.92803 2.26761
O -1.03997 -1.82067 3.26629
C -0.53427 0.84899 0.04756
N -1.42171 1.86836 -0.06757
O 0.40606 0.70537 -0.72078
H 0.78908 -1.55105 1.79665
H 1.56109 -0.34977 1.07713
H 1.02278 -0.30031 2.74909
H -0.85487 0.52259 2.27294
H -2.50990 -0.86247 0.63431
H -1.17400 -1.64367 0.09769
H -2.51327 -2.69073 2.31657
H -1.36588 2.40973 -0.92151
H -2.03845 1.97068 0.76012
H -2.62049 -4.03089 -1.20314
H -2.87171 -2.95148 -2.08383
O -2.55215 -3.06312 -1.17661
H 3.25871 2.00874 -1.11699
H 2.28044 1.02475 -0.51474
O 3.09439 1.50191 -0.31495
H 1.62622 1.74394 -3.57148
H 0.37138 0.94368 -3.18175
O 1.34248 0.91248 -3.18039
H 2.09213 -2.46892 -1.07601
H 0.73557 -1.94306 -0.83528
O 1.55226 -2.14033 -0.33559
H 5.08149 0.88881 1.49282
H 4.94675 2.26503 1.23171
O 4.70785 1.65910 1.95090
H 3.20240 -1.55340 -2.99414
H 3.34942 -2.97968 -3.40837
O 3.09485 -2.44766 -2.64620
H -3.12601 1.73911 3.03761
H -3.70372 0.40993 2.32998
O -3.11019 1.16326 2.26520
H 3.42952 -0.14364 2.76010
H 3.57126 -1.34993 3.48425
O 3.03840 -1.03956 2.73037
H -1.53218 0.02018 -3.66051
H -0.88666 1.04643 -4.89003
O -1.23236 0.85031 -4.01485
H 2.97512 2.27901 3.52252
H 3.00761 2.83617 2.14685
O 2.48802 2.24351 2.69358
H -4.30196 1.68423 -3.01737
H -3.30786 0.54406 -3.12727
O -3.75606 1.09628 -2.48441
H -4.26345 0.26436 -0.80789
H -4.88701 1.19036 0.09246
O -4.49355 0.30196 0.13890

Löwdin atomic charge list, values in e, 5 entries:
1 N 0.190
2 C -0.204
3 C -0.132
4 C -0.210
5 O 0.058